Below is 3 unconnected molecules or ions with the total composition C19H37BClN4O4P at a distorted geometry, with properties calculated with ωB97M-V/def2-TZVPD.

Properties
Lowest unoccupied orbital energy (eV): 0.08
HOMO-LUMO gap (eV): 8.11
Molecular weight (g mol⁻¹): 462.8
Spin multiplicity: 1
HOMO energy (Ha): -0.295
SMILES string: CCCNB(CCCNCc1ccccc1O)P(O)Cl.CN(C)C=O.CN(C)C=O
Strongest force on any atom (eV/Å): 5.1

Element x y z (Å)
C  5.589  1.070  2.550
C  4.953  0.092  1.351
C  6.209  -0.431  0.436
N  5.832  -0.958  -0.931
B  4.580  -1.813  -0.872
C  3.157  -1.525  -1.646
C  2.954  0.013  -2.178
C  1.437  0.121  -2.789
N  0.557  1.169  -2.144
C  0.555  1.092  -0.633
C  0.052  -0.339  -0.009
C  0.618  -0.706  1.519
C  0.206  -2.060  2.353
C  -0.816  -3.154  1.635
C  -1.359  -2.812  0.113
C  -0.959  -1.417  -0.718
O  -1.518  -1.163  -2.054
P  4.634  -3.394  0.266
O  3.456  -3.252  1.548
Cl  3.933  -4.966  -1.020
H  4.653  1.506  3.131
H  6.137  0.357  3.304
H  6.254  1.938  2.125
H  4.199  0.759  0.721
H  4.395  -0.776  1.947
H  6.858  -1.243  1.018
H  6.932  0.500  0.265
H  5.787  -0.213  -1.660
H  2.290  -1.774  -0.867
H  2.960  -2.240  -2.568
H  3.696  0.142  -3.104
H  3.246  0.848  -1.413
H  0.984  -0.969  -2.783
H  1.533  0.417  -3.941
H  0.741  2.133  -2.504
H  -0.228  1.913  -0.262
H  1.570  1.366  -0.119
H  1.369  0.041  2.068
H  0.648  -2.216  3.448
H  -1.087  -4.124  2.235
H  -2.085  -3.619  -0.382
H  -1.740  -0.192  -2.179
H  2.835  -2.478  1.409
C  -5.061  1.062  2.929
N  -3.723  1.224  2.399
C  -3.128  0.131  1.658
C  -2.998  2.384  2.575
O  -1.867  2.585  2.154
H  -5.068  0.212  3.618
H  -5.749  0.869  2.101
H  -5.385  1.960  3.463
H  -2.205  -0.177  2.159
H  -2.883  0.476  0.650
H  -3.816  -0.717  1.601
H  -3.543  3.150  3.151
C  -5.000  2.114  -3.387
N  -5.038  1.456  -2.098
C  -5.184  2.264  -0.904
C  -4.939  0.087  -1.969
O  -4.963  -0.531  -0.913
H  -4.155  2.808  -3.406
H  -5.933  2.668  -3.529
H  -4.887  1.389  -4.197
H  -4.321  2.095  -0.253
H  -6.090  1.956  -0.375
H  -5.249  3.324  -1.162
H  -4.831  -0.431  -2.936